Computed, not measured: a molecular structure, C30H36N4O2Pd, with wB97M-V/def2-TZVPD.

```
73
Properties=species:S:1:pos:R:3:forces:R:3:lowdin_charge:R:1
Pd -0.90962 -0.73279 -1.57367 0.03 0.74 0.67 1.04
C 5.71344 -2.14481 -0.05529 -0.01 -0.01 0.01 -0.02
C 5.32535 -0.81093 -0.71437 -0.04 0.01 -0.01 -0.55
C 5.64507 0.35161 0.23748 0.03 0.01 0.00 -0.03
C 6.12997 -0.63895 -2.00160 0.01 0.00 -0.01 -0.05
C 3.82852 -0.83128 -0.98145 0.02 -0.01 0.04 -0.11
C 3.28029 -0.77648 -2.26060 -0.03 -0.01 -0.01 0.04
C 1.91025 -0.80714 -2.42101 0.03 0.00 0.00 -0.09
N 1.07381 -0.89749 -1.38439 -0.06 0.26 -0.07 -0.06
C 1.56951 -0.98030 -0.13096 -0.07 -0.15 0.09 -0.16
C 2.93003 -0.93577 0.08469 0.01 -0.08 -0.03 0.07
C 0.55661 -1.14901 0.94008 0.04 0.04 -0.05 -0.18
C 0.87428 -1.28679 2.27368 -0.05 0.04 -0.01 0.07
C -0.12917 -1.42758 3.23771 0.05 -0.01 0.03 -0.12
C -1.44024 -1.41557 2.77751 -0.02 0.02 0.01 0.04
C -1.69603 -1.28801 1.42452 0.03 -0.05 -0.03 -0.08
N -0.72769 -1.16487 0.52136 0.03 -0.52 -0.24 0.01
C 0.24397 -1.57954 4.70428 -0.03 0.01 -0.03 -0.56
C -0.98950 -1.75209 5.58911 -0.01 0.00 0.01 -0.05
C 1.00576 -0.32030 5.14602 0.01 0.01 0.02 -0.03
C 1.14621 -2.81363 4.85810 0.01 -0.01 0.00 -0.03
H 6.78987 -2.16234 0.11378 0.00 0.00 0.01 0.10
H 5.45770 -2.99280 -0.69210 0.00 0.00 -0.01 0.10
H 5.22510 -2.28129 0.91067 -0.01 0.00 0.00 0.08
H 6.71615 0.36751 0.43849 0.00 0.00 0.00 0.10
H 5.13549 0.25482 1.19687 0.00 -0.01 0.00 0.08
H 5.37154 1.31191 -0.20258 0.00 0.00 -0.01 0.10
H 7.19217 -0.63760 -1.76047 0.00 0.01 0.00 0.10
H 5.90699 0.30613 -2.50047 -0.01 0.00 0.00 0.09
H 5.96008 -1.45668 -2.70406 0.00 -0.01 0.01 0.09
H 3.90289 -0.70273 -3.13900 0.00 -0.02 0.00 0.12
H 1.45602 -0.76224 -3.40376 0.00 0.04 0.01 0.13
H 3.30794 -0.99962 1.09370 0.01 0.00 0.00 0.12
H 1.90926 -1.28768 2.58063 0.01 0.02 0.00 0.12
H -2.27312 -1.51391 3.45681 -0.01 0.00 0.00 0.12
H -2.71033 -1.29312 1.04740 -0.01 0.00 0.02 0.11
H -1.64640 -0.88119 5.55034 0.00 0.01 -0.01 0.09
H -0.67206 -1.87285 6.62408 0.00 0.01 0.00 0.10
H -1.56510 -2.63961 5.32001 0.01 -0.01 0.00 0.09
H 0.38967 0.57383 5.03961 -0.01 0.00 0.00 0.10
H 1.92384 -0.17464 4.57499 0.01 0.00 0.00 0.08
H 1.28393 -0.41484 6.19563 0.00 0.00 0.00 0.10
H 0.65052 -3.71658 4.49871 -0.01 0.00 0.01 0.10
H 1.38440 -2.95699 5.91181 0.01 0.00 0.00 0.10
H 2.08999 -2.70398 4.32196 0.00 0.00 -0.01 0.08
O -7.31258 1.60419 -1.83423 0.03 -0.01 -0.01 -0.04
C -7.09403 0.23364 -1.61677 0.03 0.01 0.00 -0.19
C -5.61585 -0.02691 -1.65837 -0.04 0.00 0.01 -0.13
C -5.11617 -1.31023 -1.45270 0.05 -0.03 -0.02 0.02
C -3.75533 -1.51106 -1.48465 -0.03 0.01 0.00 -0.10
N -2.89633 -0.50955 -1.71667 0.06 -0.05 0.26 -0.06
C -3.36002 0.73348 -1.94877 0.05 0.05 -0.15 -0.16
C -4.71622 1.00027 -1.91111 0.00 -0.03 -0.08 0.08
C -2.33088 1.75260 -2.26716 -0.04 -0.01 0.07 -0.18
C -2.63462 3.06051 -2.58012 0.04 -0.01 -0.01 0.08
C -1.60712 3.96297 -2.84931 -0.05 0.01 -0.03 -0.14
C -1.96268 5.39182 -3.19258 -0.01 0.01 0.03 -0.19
O -2.98576 5.43530 -4.16226 -0.01 0.00 0.01 -0.03
C -0.30271 3.50231 -2.79835 0.05 0.03 0.08 0.03
C -0.06603 2.17331 -2.48966 -0.03 -0.02 -0.02 -0.08
N -1.05182 1.31831 -2.23551 -0.05 -0.33 -0.54 0.01
H -8.25525 1.77705 -1.91279 -0.05 0.01 0.01 0.11
H -7.57474 -0.38784 -2.38104 0.01 0.00 0.00 0.15
H -7.47360 -0.09200 -0.64070 -0.01 0.00 -0.01 0.14
H -5.77305 -2.14914 -1.26542 -0.01 0.00 -0.01 0.14
H -3.32126 -2.49053 -1.32582 0.00 0.01 0.04 0.13
H -5.09534 1.99407 -2.09123 -0.01 -0.01 0.01 0.12
H -3.65927 3.39864 -2.63918 0.00 0.01 0.02 0.13
H -1.07134 5.94902 -3.48795 -0.01 -0.02 -0.05 0.13
H -2.36414 5.87205 -2.29713 0.04 0.01 0.01 0.14
H -2.60229 5.41991 -5.04530 -0.01 0.00 0.00 0.11
H 0.53098 4.15984 -3.00497 0.01 0.00 0.00 0.13
H 0.94008 1.77619 -2.45451 0.01 0.01 -0.01 0.11
```
Forces are in eV/Å.

Computed properties:
- HOMO-LUMO gap (eV) = 8.189
- charge = +2
- DFT total energy (eV) = -45217.8227